The following is a quantum chemistry calculation of 4 unconnected molecules or ions with the total composition C21H22N4O7 at a distorted geometry, from the Open Molecules 2025 dataset.

Each line ends with the Mulliken charge.
Cartesian coordinates (Å):
O (2.29883, 1.20687, -0.41570)  -0.620
N (1.24383, 0.72387, 0.16330)  0.978
O (1.43783, -0.07313, 1.06530)  -0.532
C (-0.15117, 1.20387, -0.19770)  0.085
C (-1.29717, 0.99087, 0.71830)  0.591
C (-2.74017, 1.46287, 0.20330)  -0.775
C (-2.80917, 2.15487, -1.15670)  -0.649
C (-1.73417, 2.37487, -1.94170)  -0.248
C (-0.27417, 1.99387, -1.58770)  -0.813
H (-1.28317, 0.25387, 1.73930)  0.109
H (-3.52017, 1.07887, 0.74830)  0.597
H (-3.77517, 2.42587, -1.51370)  0.392
H (-1.86217, 2.83687, -2.94570)  0.330
H (0.40283, 2.32587, -2.28670)  0.538
O (-1.98017, -1.61213, 2.78130)  -0.529
N (-2.72617, -2.15313, 1.79130)  0.915
O (-3.85917, -2.53413, 1.81430)  -0.544
C (-1.98917, -2.22513, 0.47630)  0.059
C (-0.47117, -2.28713, 0.64930)  -0.124
C (0.32483, -2.44113, -0.65570)  -0.300
C (-0.36317, -2.35213, -1.98070)  -0.402
C (-1.78717, -2.30613, -2.03170)  -0.861
C (-2.66417, -2.08513, -0.85070)  -0.937
H (0.01983, -2.43313, 1.59830)  0.424
H (1.56283, -2.42813, -0.57770)  0.263
H (0.10783, -2.31613, -2.87670)  0.686
H (-2.37317, -2.47913, -2.83170)  0.535
H (-3.61517, -2.09513, -0.79070)  0.828
O (-2.41717, 6.44687, 4.79730)  -0.552
N (-1.29317, 5.86987, 5.08930)  0.819
O (-0.24617, 6.40987, 5.18830)  -0.495
C (-1.30317, 4.39587, 4.85430)  0.125
C (-0.11417, 3.41787, 5.22230)  -0.309
C (-0.02017, 1.95887, 4.93130)  -0.937
C (-1.31417, 1.38487, 4.30630)  -0.140
C (-2.47317, 2.14287, 3.79530)  -0.184
C (-2.52817, 3.63387, 4.18030)  -0.720
H (0.81583, 4.00787, 5.67930)  0.228
H (0.67383, 1.44887, 5.25330)  0.807
H (-1.34317, 0.22987, 4.23530)  0.275
H (-3.24717, 1.42787, 3.44330)  0.471
H (-3.32217, 4.05087, 3.88730)  0.633
C (4.96283, -3.55713, -5.57570)  -0.833
N (4.13583, -2.95113, -4.48770)  0.123
C (4.90383, -2.74813, -3.20770)  -1.179
C (2.81783, -2.56613, -4.65070)  -0.112
O (2.26983, -2.19113, -3.67370)  -0.580
H (5.25983, -2.75513, -6.40970)  0.268
H (4.34783, -4.30013, -6.28470)  0.274
H (5.88883, -4.15613, -5.30370)  0.309
H (5.74883, -2.29813, -3.31770)  0.454
H (5.05083, -3.82013, -2.92270)  0.357
H (4.35883, -2.09313, -2.63170)  0.389
H (2.26383, -2.60213, -5.50470)  0.515

Computed properties:
ΔE to the lowest compared entry with this formula, charge and spin = 481.2 kcal/mol
strongest force on any atom = 15.96 eV Å⁻¹
SMILES = O=[N+]([O-])c1ccccc1.O=[N+]([O-])c1ccccc1.O=[N+]([O-])c1ccccc1.CN(C)C=O
Kohn-Sham gap = 8.0 eV
LUMO energy = -1.049 eV